No. 1
{"formula": "C4H9NO", "method": "wB97M-V/def2-TZVPD", "total_energy_ev": -7829.963, "homo_lumo_gap_ha": 0.38924, "smiles": "C=NC.CC=O", "fmax_ev_per_a": 0.6, "relative_energy_kj_mol": 227.4, "homo_ev": -9.58, "e_lumo_ev": 1.0, "spin_multiplicity": 1, "symbols": ["C", "C", "N", "H", "H", "H", "H", "H", "O", "C", "C", "H", "H", "H", "H"], "coordinates": [[-1.7408, 2.2511, -0.7853], [-1.0971, 0.3516, -1.9503], [-1.1014, 0.9369, -0.8378], [-1.0747, 2.9665, -1.2678], [-1.9030, 2.5427, 0.2445], [-2.7031, 2.2469, -1.3033], [-0.5875, -0.6047, -2.0043], [-1.6629, 0.7442, -2.8013], [2.1180, -0.4997, 1.8866], [1.7866, -1.5073, 1.3124], [0.4231, -1.6725, 0.7119], [2.5551, -2.2995, 1.2156], [0.1897, -0.7611, 0.1559], [-0.3265, -1.7661, 1.4924], [0.3688, -2.5229, 0.0321]], "atomic_forces_ev_per_a": [[-0.023, -0.368, -0.154], [-0.473, -0.047, 0.404], [0.269, 0.366, 0.072], [-0.066, 0.144, 0.109], [0.038, 0.070, 0.134], [-0.011, 0.074, -0.083], [-0.020, -0.081, -0.334], [0.241, -0.125, -0.248], [-0.101, -0.019, 0.062], [0.385, 0.460, 0.208], [0.179, -0.033, -0.481], [-0.311, -0.264, -0.151], [-0.046, 0.017, 0.182], [-0.053, -0.083, 0.133], [-0.009, -0.110, 0.147]]}

=====

No. 2
{"formula": "C28H49Cl20F2N2O4PSi", "method": "wB97M-V/def2-TZVPD", "total_energy_ev": -314052.480, "homo_lumo_gap_ha": 0.34803, "smiles": "CCOP(N)(CCCC(=O)O)(OC#N)C(F)(F)CC[Si](C)(C)c1ccccc1.ClCCl.ClCCl.ClCCl.ClCCl.ClCCl.ClCCl.ClCCl.ClCCl.ClCCl.ClCCl", "fmax_ev_per_a": 1.3, "homo_ev": -9.15, "e_lumo_ev": 0.3, "spin_multiplicity": 1, "symbols": ["C", "C", "O", "P", "N", "C", "C", "C", "C", "O", "O", "O", "C", "N", "C", "F", "F", "C", "C", "Si", "C", "C", "C", "C", "C", "C", "C", "C", "H", "H", "H", "H", "H", "H", "H", "H", "H", "H", "H", "H", "H", "H", "H", "H", "H", "H", "H", "H", "H", "H", "H", "H", "H", "H", "H", "H", "H", "C", "Cl", "Cl", "H", "H", "C", "Cl", "Cl", "H", "H", "C", "Cl", "Cl", "H", "H", "C", "Cl", "Cl", "H", "H", "C", "Cl", "Cl", "H", "H", "C", "Cl", "Cl", "H", "H", "C", "Cl", "Cl", "H", "H", "C", "Cl", "Cl", "H", "H", "C", "Cl", "Cl", "H", "H", "C", "Cl", "Cl", "H", "H"], "coordinates": [[-4.8688, -0.1331, 2.8039], [-3.9575, 0.8736, 2.1182], [-2.6366, 0.3465, 2.1070], [-1.6062, 0.6943, 0.8006], [-2.5310, -0.2035, -0.3036], [-1.7764, 2.5098, 0.9795], [-0.6327, 3.3524, 0.3954], [-0.6707, 4.8585, 0.7910], [-1.7560, 5.2337, 1.7527], [-2.9358, 5.1865, 1.5197], [-1.2896, 5.6293, 2.9689], [-0.3847, 0.9080, -0.5309], [-0.2386, 0.0446, -1.4611], [0.0170, -0.7674, -2.2431], [-0.2061, -0.0620, 1.8676], [0.9659, 0.5689, 1.4926], [-0.3641, 0.2686, 3.1708], [0.0247, -1.5390, 1.6577], [-1.1873, -2.4767, 1.8444], [-1.4241, -3.1858, 3.5715], [-2.2135, -1.9878, 4.7775], [0.1615, -3.9647, 4.2213], [-2.6521, -4.6207, 3.3928], [-2.8900, -5.5271, 4.4279], [-3.8014, -6.5576, 4.2788], [-4.5113, -6.7104, 3.0970], [-4.3123, -5.8097, 2.0643], [-3.3811, -4.7878, 2.2169], [-5.9151, 0.1591, 2.7578], [-4.5468, -0.2155, 3.8386], [-4.7105, -1.1256, 2.3749], [-4.3227, 1.1398, 1.1221], [-3.9675, 1.7889, 2.7194], [-3.0777, 0.3817, -0.9265], [-3.1798, -0.8117, 0.1794], [-2.7017, 2.8330, 0.5045], [-1.8284, 2.6489, 2.0586], [-0.7234, 3.3166, -0.6833], [0.3314, 2.9582, 0.6983], [0.2997, 5.1629, 1.1751], [-0.8421, 5.4498, -0.1089], [-1.9520, 5.3982, 3.6352], [0.7776, -1.8115, 2.4063], [0.5041, -1.7037, 0.6944], [-2.1340, -2.0360, 1.5385], [-1.0277, -3.3331, 1.1840], [-2.0677, -0.9406, 4.5073], [-3.2907, -2.1531, 4.8320], [-1.8108, -2.1227, 5.7857], [0.6518, -4.4802, 3.3925], [0.8358, -3.2481, 4.6872], [-0.1159, -4.7285, 4.9479], [-2.3654, -5.4283, 5.3726], [-3.9753, -7.2733, 5.0729], [-5.2147, -7.5238, 2.9771], [-4.8622, -5.8832, 1.1353], [-3.2662, -4.1106, 1.3783], [-0.0875, 5.1590, -3.5922], [1.3016, 6.0407, -2.9675], [-1.4460, 5.1711, -2.4542], [-0.4053, 5.6058, -4.5262], [0.2055, 4.1270, -3.7467], [0.4010, 2.5181, -6.8267], [1.7857, 3.3994, -6.1509], [-1.0437, 2.6357, -5.8155], [0.1760, 2.9335, -7.8016], [0.6926, 1.4777, -6.9041], [4.6620, 4.1377, -1.8142], [4.7995, 5.8831, -1.5504], [3.5385, 3.7603, -3.1280], [5.6398, 3.7461, -2.0689], [4.2911, 3.6809, -0.9007], [5.8766, 3.6002, 2.2159], [7.1021, 4.3379, 1.1814], [4.4685, 3.0459, 1.2962], [6.3146, 2.7422, 2.7111], [5.5432, 4.3336, 2.9398], [3.2577, -0.0342, -6.9422], [1.8887, -0.3088, -8.0362], [4.5341, -1.2344, -7.1576], [3.6728, 0.9455, -7.1467], [2.8975, -0.0903, -5.9213], [6.9112, -3.6548, -5.6277], [6.2891, -4.9089, -4.5477], [7.9692, -4.3234, -6.8792], [6.0734, -3.1681, -6.1074], [7.4790, -2.9425, -5.0463], [-0.0156, -1.5875, -10.9493], [-0.3199, -1.9401, -12.6529], [-0.8778, -0.1402, -10.4063], [-0.3522, -2.4288, -10.3558], [1.0471, -1.4249, -10.8137], [0.2371, -2.4403, 8.4669], [1.2346, -1.6159, 7.2632], [-1.0845, -3.3526, 7.7255], [0.8614, -3.1285, 9.0234], [-0.1920, -1.6943, 9.1248], [-5.5189, 0.6884, 7.2878], [-4.1091, -0.3737, 7.2434], [-6.1338, 1.0377, 5.6664], [-6.3033, 0.2019, 7.8548], [-5.2334, 1.6231, 7.7551], [7.6194, 0.6906, -6.4874], [7.3273, -0.4281, -5.1495], [6.4023, 1.9717, -6.5531], [8.5926, 1.1454, -6.3487], [7.5865, 0.1312, -7.4150]], "atomic_forces_ev_per_a": [[0.701, -0.198, -0.148], [-0.345, -0.021, 0.638], [0.137, 0.163, -0.538], [-0.688, -0.040, 1.055], [-0.327, 0.144, 0.338], [1.031, -0.068, -0.432], [-0.353, 0.442, 0.203], [0.141, 0.280, -0.190], [-0.146, 0.106, 0.271], [0.025, -0.209, -0.018], [0.366, -0.626, 0.031], [-0.429, 0.057, -0.569], [0.545, -0.171, 0.527], [-0.120, 0.110, -0.277], [0.633, 0.153, -1.087], [-0.082, 0.053, 0.338], [-0.160, -0.136, 0.010], [-0.237, -0.511, 0.687], [0.230, -0.092, 0.018], [-0.420, -0.432, 0.307], [0.142, 0.285, 0.140], [-0.325, 0.175, -0.291], [0.172, 0.246, -0.248], [0.005, 0.053, 0.038], [-0.165, -0.314, 0.051], [-0.056, 0.075, -0.195], [0.167, 0.098, 0.073], [-0.327, -0.081, -0.153], [-0.040, -0.036, -0.010], [-0.165, 0.003, 0.082], [-0.279, 0.015, -0.188], [0.086, -0.130, -0.111], [0.075, 0.126, -0.165], [0.410, -0.050, -0.375], [-0.021, 0.076, 0.048], [-0.252, -0.135, 0.280], [-0.286, -0.018, 0.028], [0.333, -0.161, -0.066], [0.016, -0.148, -0.100], [-0.038, -0.011, 0.163], [-0.021, -0.054, 0.147], [-0.255, 0.477, -0.117], [0.149, 0.147, -0.073], [-0.182, 0.308, -0.189], [0.051, 0.126, -0.068], [-0.051, -0.041, 0.004], [0.079, -0.030, -0.087], [-0.014, -0.084, -0.057], [-0.116, 0.065, -0.325], [0.171, 0.051, 0.039], [0.113, -0.061, -0.003], [0.084, 0.058, 0.141], [0.054, -0.005, -0.006], [0.096, 0.087, 0.116], [-0.021, -0.015, 0.065], [-0.045, -0.113, 0.007], [0.168, 0.073, 0.054], [0.142, -0.185, -0.024], [-0.219, 0.377, 0.042], [-0.249, 0.076, -0.383], [-0.047, 0.056, 0.049], [0.004, 0.027, 0.036], [0.045, -0.082, -0.008], [-0.016, 0.042, 0.000], [0.001, 0.007, -0.019], [-0.004, 0.031, 0.018], [-0.207, 0.137, 0.050], [-0.133, -0.086, 0.011], [0.021, -0.006, 0.035], [0.287, -0.360, -0.068], [0.007, 0.054, -0.040], [0.069, 0.225, -0.428], [0.019, -0.016, 0.064], [0.010, 0.007, -0.004], [-0.040, -0.170, 0.482], [-0.003, -0.027, -0.046], [-0.021, 0.044, -0.055], [0.023, 0.107, 0.127], [0.123, -0.147, -0.084], [-0.059, -0.014, -0.125], [0.005, -0.020, -0.061], [-0.024, -0.078, -0.008], [0.011, -0.154, 0.058], [-0.013, 0.021, 0.003], [0.006, 0.057, -0.033], [-0.045, -0.048, -0.014], [0.050, -0.173, 0.018], [0.056, -0.044, 0.035], [0.013, -0.018, 0.001], [0.014, 0.007, 0.042], [-0.057, 0.013, -0.017], [-0.005, 0.048, -0.035], [0.007, 0.014, 0.069], [0.004, 0.015, 0.008], [0.083, -0.188, 0.342], [0.018, -0.032, -0.062], [-0.029, 0.021, -0.043], [-0.033, 0.048, 0.084], [0.011, -0.007, 0.015], [-0.097, 0.101, 0.172], [-0.001, -0.047, -0.045], [0.032, 0.011, -0.044], [0.020, -0.029, -0.084], [0.101, 0.278, 0.090], [0.021, 0.025, -0.003], [-0.026, 0.035, 0.060], [-0.088, -0.013, 0.013]]}

=====

No. 3
{"formula": "C2H10NO3", "method": "wB97M-V/def2-TZVPD", "total_energy_ev": -9864.563, "homo_lumo_gap_ha": [0.14577, 0.27257], "s_squared": 0.753, "fmax_ev_per_a": 4.8, "relative_energy_kj_mol": 163.6, "homo_ev": [-3.76, -7.40], "e_lumo_ev": [0.2, 0.0], "spin_multiplicity": 2, "symbols": ["O", "C", "C", "N", "H", "H", "H", "H", "H", "H", "H", "H", "O", "H", "H", "O"], "coordinates": [[-1.7628, 2.1061, -0.3693], [-2.0295, 0.9718, -0.0467], [-1.0666, 0.3790, 0.9969], [0.2491, 0.4768, 0.1694], [-2.5925, 0.3709, -0.8815], [-1.2347, -0.6135, 1.0643], [-0.7454, 1.0974, 1.8412], [0.2134, 0.1739, -0.8095], [1.0792, -0.0374, 0.5858], [0.6127, 1.4955, 0.1874], [2.3822, -2.2653, 2.3713], [3.0475, -1.3226, 1.2879], [2.2100, -1.4628, 1.8850], [-0.5463, -1.1062, -2.8283], [0.3023, 0.1393, -3.0502], [-0.1186, -0.4028, -2.4038]], "atomic_forces_ev_per_a": [[0.883, 4.598, -1.190], [-1.026, -3.549, 1.026], [-0.313, 4.078, -2.434], [4.380, 1.348, 0.991], [0.728, -0.198, 1.935], [-0.400, -3.252, 1.321], [-1.264, -1.463, -0.731], [-0.734, -0.043, 0.019], [-1.156, 0.251, -0.137], [-1.251, -1.755, -0.279], [0.126, -0.407, 0.204], [-2.344, -0.563, 1.857], [2.265, 1.023, -2.136], [-0.976, -1.480, -0.997], [0.306, 0.510, -0.922], [0.773, 0.905, 1.471]]}